# 1
{
  "formula": "C15H10MoN5O4S2",
  "method": "ωB97M-V/def2-TZVPD",
  "symbols": ["Mo", "S", "C", "S", "C", "C", "N", "C", "N", "C", "N", "C", "C", "N", "C", "H", "H", "H", "H", "H", "H", "O", "C", "O", "C", "C", "C", "C", "C", "C", "N", "O", "O", "H", "H", "H", "H"],
  "coordinates": [[-0.13, -0.79, 1.88], [1.10, 0.03, 3.78], [0.05, 1.37, 3.71], [-1.24, 1.22, 2.59], [0.22, 2.50, 4.53], [-0.69, 3.58, 4.41], [-1.43, 4.44, 4.22], [1.27, 2.54, 5.47], [2.15, 2.58, 6.22], [4.92, -0.71, -0.49], [3.64, -1.23, 0.03], [3.35, -2.56, 0.25], [2.10, -2.61, 0.78], [1.62, -1.30, 0.88], [2.60, -0.50, 0.42], [5.36, -1.48, -1.11], [5.58, -0.49, 0.34], [4.73, 0.18, -1.08], [4.05, -3.34, 0.02], [1.53, -3.46, 1.10], [2.57, 0.58, 0.37], [-5.80, -2.31, -3.40], [-4.98, -1.56, -3.27], [-0.86, -2.14, 2.41], [-3.94, -0.62, -3.14], [-3.83, 0.37, -4.14], [-2.81, 1.30, -4.04], [-1.92, 1.25, -2.98], [-2.07, 0.26, -2.01], [-3.07, -0.70, -2.05], [-1.11, 0.24, -0.89], [-1.26, -0.65, -0.01], [-0.20, 1.01, -0.86], [-4.52, 0.40, -4.97], [-2.71, 2.07, -4.80], [-1.12, 1.97, -2.89], [-3.16, -1.45, -1.28]],
  "orbital_gap_ev": [4.45, 4.45],
  "e_above_lowest_kj_mol": 0.00,
  "total_charge": 3
}

# 2
{
  "formula": "C15H10N5O7",
  "method": "ωB97M-V/def2-TZVPD",
  "symbols": ["C", "C", "C", "C", "C", "C", "C", "C", "C", "O", "H", "H", "H", "H", "H", "H", "H", "H", "H", "O", "N", "C", "C", "N", "O", "C", "N", "O", "O", "C", "C", "N", "O", "O", "N", "C", "H"],
  "coordinates": [[-3.01, 2.03, -2.53], [-2.13, 0.96, -1.93], [-1.87, 0.94, -0.41], [-2.29, -0.42, 0.19], [-2.26, -1.69, -0.44], [-2.43, -2.87, 0.29], [-2.70, -2.82, 1.67], [-2.79, -1.55, 2.29], [-2.69, -0.41, 1.55], [-1.67, 0.08, -2.70], [-2.88, 3.02, -2.12], [-2.80, 2.12, -3.60], [-4.06, 1.77, -2.41], [-2.61, 1.67, 0.01], [-2.12, -1.78, -1.52], [-2.38, -3.86, -0.21], [-2.83, -3.72, 2.26], [-2.97, -1.47, 3.38], [-2.94, 0.58, 1.99], [4.11, 4.12, -0.17], [2.90, 4.20, -0.24], [1.88, 3.28, -0.21], [0.62, 3.93, -0.34], [0.88, 5.28, -0.51], [2.29, 5.39, -0.52], [-0.62, 3.26, -0.01], [-1.77, 4.01, 0.30], [-1.90, 5.21, 0.01], [-2.75, 3.42, 0.85], [-0.75, 1.78, 0.37], [0.64, 1.24, 0.52], [1.03, 0.16, 1.32], [0.42, -0.69, 1.92], [2.48, 0.21, 1.43], [2.98, 1.27, 0.74], [1.88, 1.90, 0.18], [-1.21, 1.77, 1.47]],
  "orbital_gap_ev": 7.36,
  "smiles": "CC(=O)[C@@H](c1ccccc1)[C@@H]1C(=[N+]([O-])[O-])c2no[n+]([O-])c2-c2no[n+]([O-])c21",
  "e_above_lowest_kj_mol": 0.00,
  "total_charge": -1
}

# 3
{
  "formula": "C15H11BCl3F3NO5S",
  "method": "ωB97M-V/def2-TZVPD",
  "symbols": ["Cl", "B", "Cl", "Cl", "O", "C", "C", "C", "C", "C", "C", "C", "H", "H", "H", "H", "H", "H", "F", "C", "F", "F", "S", "C", "C", "C", "C", "C", "N", "O", "O", "C", "C", "O", "O", "H", "H", "H", "H", "H"],
  "coordinates": [[4.26, -2.34, 3.31], [3.44, -0.68, 3.26], [3.52, 0.20, 4.94], [4.19, 0.42, 1.95], [2.00, -0.92, 2.97], [1.07, -0.09, 2.70], [-0.29, -0.42, 3.01], [-1.25, 0.61, 3.21], [-2.60, 0.29, 3.35], [-3.02, -1.05, 3.38], [-2.05, -2.08, 3.35], [-0.70, -1.77, 3.21], [1.33, 0.92, 2.35], [-0.91, 1.65, 3.20], [-3.35, 1.08, 3.46], [-4.07, -1.31, 3.49], [-2.36, -3.12, 3.45], [0.07, -2.56, 3.18], [4.59, -1.89, -1.94], [3.24, -2.00, -1.97], [2.90, -2.77, -3.04], [2.84, -2.64, -0.85], [2.52, -0.27, -2.18], [0.82, -0.56, -1.99], [-0.13, 0.38, -2.45], [-1.44, -0.11, -2.74], [-2.48, 0.73, -3.10], [-2.22, 2.12, -3.21], [-3.32, 3.01, -3.40], [-3.10, 4.25, -3.44], [-4.47, 2.53, -3.50], [-0.91, 2.63, -3.02], [0.12, 1.78, -2.67], [3.08, 0.47, -1.07], [2.85, 0.10, -3.54], [0.54, -1.61, -1.93], [-1.59, -1.19, -2.70], [-3.48, 0.36, -3.29], [-0.77, 3.70, -3.18], [1.14, 2.14, -2.56]],
  "orbital_gap_ev": 3.94,
  "e_above_lowest_kj_mol": 0.00,
  "total_charge": -1
}

# 4
{
  "formula": "C15H12AuCl2N4O2S",
  "method": "ωB97M-V/def2-TZVPD",
  "symbols": ["Au", "C", "C", "N", "N", "C", "N", "S", "C", "C", "C", "C", "C", "N", "H", "H", "H", "H", "H", "H", "H", "H", "H", "Cl", "C", "C", "C", "Cl", "C", "O", "C", "C", "O", "C", "H", "H", "H"],
  "coordinates": [[1.37, -0.10, -1.16], [0.90, 1.66, 3.08], [1.04, 1.37, 1.62], [1.86, 0.56, 1.12], [2.84, -0.11, 1.74], [3.68, -0.62, 0.88], [4.70, -1.35, 1.35], [3.67, -0.30, -0.86], [0.24, 2.12, 0.59], [-0.71, 3.04, 0.96], [-1.37, 3.77, -0.03], [-1.05, 3.55, -1.35], [-0.10, 2.60, -1.66], [0.53, 1.91, -0.71], [1.62, 1.07, 3.64], [-0.11, 1.39, 3.43], [1.06, 2.72, 3.29], [4.81, -1.47, 2.34], [5.38, -1.73, 0.72], [-0.93, 3.21, 2.00], [-2.13, 4.49, 0.25], [-1.54, 4.10, -2.15], [0.17, 2.38, -2.68], [-4.37, -4.66, -0.76], [-3.22, -3.39, -0.97], [-3.65, -2.06, -0.99], [-2.76, -1.04, -1.17], [-3.33, 0.60, -1.20], [-1.38, -1.28, -1.35], [-0.60, -0.27, -1.64], [-0.96, -2.62, -1.28], [0.42, -2.99, -1.33], [1.42, -2.27, -1.26], [-1.89, -3.67, -1.11], [-4.71, -1.84, -0.86], [0.62, -4.07, -1.40], [-1.54, -4.69, -1.09]],
  "orbital_gap_ev": [5.74, 5.74],
  "total_charge": 1
}

# 5
{
  "formula": "C15H12Br2Cl2IN2PtS",
  "method": "ωB97M-V/def2-TZVPD",
  "symbols": ["Pt", "Br", "C", "Br", "H", "H", "I", "C", "H", "H", "S", "C", "N", "C", "C", "C", "C", "C", "C", "H", "H", "H", "H", "H", "Cl", "C", "C", "C", "C", "C", "Cl", "C", "N", "H", "H", "H"],
  "coordinates": [[-0.57, 1.44, -0.10], [-1.05, 0.26, 1.98], [-0.64, 3.15, 1.06], [0.23, 4.71, 0.30], [-0.11, 2.90, 1.97], [-1.66, 3.45, 1.26], [-3.75, 3.27, -0.62], [-2.57, 1.48, -0.52], [-2.63, 1.10, -1.53], [-3.07, 0.83, 0.19], [2.57, 1.51, 2.13], [1.86, 1.22, 0.11], [1.78, 0.13, -0.39], [2.62, -1.17, 3.18], [0.47, -3.13, 1.48], [0.56, -3.39, 2.78], [1.78, -3.46, 3.59], [2.69, -2.48, 3.73], [2.59, -0.05, 2.70], [1.83, 2.26, -0.24], [-0.48, -3.09, 0.97], [-0.38, -3.63, 3.27], [1.93, -4.37, 4.16], [3.55, -2.68, 4.36], [-2.80, 2.35, -4.62], [-1.54, 1.42, -3.84], [-1.52, -0.01, -4.11], [-0.84, -1.00, -3.50], [0.27, -0.86, -2.53], [0.07, -0.17, -1.45], [1.82, -2.83, 0.45], [-0.83, 2.01, -2.86], [-0.18, 2.35, -1.93], [-2.21, -0.31, -4.88], [-1.07, -2.02, -3.79], [1.27, -1.20, -2.76]],
  "orbital_gap_ev": 6.73,
  "e_above_lowest_kj_mol": 0.00,
  "total_charge": -1
}

# 6
{
  "formula": "C15H12BrO8Pd",
  "method": "ωB97M-V/def2-TZVPD",
  "symbols": ["Pd", "O", "C", "O", "C", "C", "C", "C", "C", "O", "C", "C", "O", "O", "H", "H", "H", "H", "H", "H", "H", "H", "Br", "C", "C", "C", "C", "C", "C", "C", "O", "O", "H", "H", "H", "H", "O"],
  "coordinates": [[0.62, -0.17, -1.85], [2.37, -2.92, 0.46], [2.00, -1.81, 0.16], [0.94, -1.61, -0.60], [2.69, -0.58, 0.74], [1.72, 0.48, 1.30], [2.48, 1.36, 2.31], [3.36, 2.22, 1.36], [2.93, 1.68, -0.01], [1.55, 1.39, 0.20], [3.56, 0.29, -0.23], [3.62, -0.09, -1.71], [4.72, -0.27, -2.21], [2.53, -0.13, -2.42], [3.33, -0.98, 1.52], [0.75, 0.11, 1.61], [1.79, 1.97, 2.88], [3.07, 0.76, 3.01], [3.11, 3.28, 1.45], [4.43, 2.10, 1.53], [3.03, 2.37, -0.85], [4.59, 0.28, 0.10], [-6.28, -2.12, -2.96], [-5.38, -1.40, -1.45], [-6.09, -1.20, -0.28], [-5.43, -0.67, 0.82], [-4.08, -0.36, 0.75], [-3.38, -0.58, -0.43], [-4.03, -1.10, -1.54], [-1.91, -0.23, -0.48], [-1.37, 0.24, 0.51], [-1.37, -0.47, -1.63], [-7.15, -1.44, -0.23], [-5.98, -0.51, 1.74], [-3.54, 0.05, 1.59], [-3.48, -1.26, -2.46], [0.27, 1.32, -2.70]],
  "orbital_gap_ev": [6.48, 6.49],
  "e_above_lowest_kj_mol": 1.01,
  "total_charge": -1
}